[1]
17
Properties=species:S:1:pos:R:3:forces:R:3:mulliken_charge:R:1 method="wB97M-V/def2-TZVPD" total_charge=0 orbital_gap_ev=9.19 e_lumo_ev=0.674
C -2.480750 -0.865071 0.825417 0.502 -0.833 -0.708 -0.551
C 0.564914 0.339843 -0.622532 0.116 0.433 -0.520 -0.500
C -3.093029 0.221659 0.483998 -0.821 1.618 -1.962 0.259
C -3.679748 1.278642 -0.076305 2.933 0.086 0.568 -0.716
C 2.854787 -1.138958 -0.017005 -3.894 -1.288 2.844 -0.871
O 3.200897 1.396421 0.271112 -0.939 0.399 1.811 -0.592
S 1.706428 0.307720 0.516546 2.247 -1.277 -1.275 0.219
H -2.167870 -0.930618 1.842650 0.225 -0.493 0.613 0.259
H -2.188210 -1.671778 0.089006 -0.467 1.118 0.964 0.242
H 0.724025 0.311777 -1.731497 -0.082 -0.258 1.329 0.269
H -0.369084 0.695494 -0.207164 -0.013 0.298 -0.347 0.207
H 3.297915 1.947170 1.111476 -0.327 -0.986 -1.611 0.297
H -3.054620 2.184626 -0.442246 -1.190 -1.767 0.666 0.218
H -4.728492 1.313024 -0.111435 -1.220 0.270 -0.114 0.303
H 2.146394 -2.072760 -0.087972 1.322 1.986 -0.724 0.285
H 3.459298 -0.830072 -0.791509 0.984 0.361 -1.908 0.330
H 3.423118 -1.391892 0.858819 0.627 0.332 0.376 0.341

[2]
17
Properties=species:S:1:pos:R:3:forces:R:3:mulliken_spin:R:1 method="wB97M-V/def2-TZVPD" multiplicity=2 total_charge=0 s2=0.751 orbital_gap_ev="4.10 / 9.55" e_lumo_ev="0.741 / 0.592"
C 2.451333 1.754493 0.848820 -1.524 -2.703 -0.989 0.592
N 1.988600 0.474339 -0.091150 -0.408 1.441 2.311 1.283
H 1.892790 1.621251 1.772304 0.433 -0.285 0.260 0.068
H 1.900468 2.545495 0.334251 1.297 0.535 -0.255 -0.102
H 3.506464 1.446645 0.909098 0.000 1.484 0.052 -0.421
H 2.586306 -0.360583 0.159361 -0.054 0.005 -0.265 -0.425
H 0.993422 0.295141 0.194276 0.700 -0.143 -0.838 0.097
H 2.063186 0.752280 -1.080523 -0.006 -0.190 -0.425 -0.406
C -1.213933 -2.000079 -0.608344 0.826 -0.525 -2.071 0.114
S -1.032311 -0.542117 0.366224 -0.670 0.339 0.997 0.202
C -2.676428 0.211064 -0.008771 0.784 -1.595 1.138 0.102
H -0.382521 -2.699623 -0.552836 0.044 -0.085 1.156 -0.031
H -2.158725 -2.513503 -0.491775 -0.139 -0.053 0.253 -0.006
H -1.041628 -1.784248 -1.678620 -0.786 0.432 0.139 -0.043
H -2.668484 0.182578 -1.085003 -0.694 0.941 -0.273 -0.013
H -2.799958 1.102135 0.602721 0.248 0.445 -0.813 -0.008
H -3.408583 -0.485276 0.409959 -0.052 -0.042 -0.379 -0.001

Result set for ΔE to the lowest compared entry with this formula, charge and spin: 488.56 97.83 kJ/mol, one per record in the order listed.
Result set for maximum force: 5.0 3.3 eV/Å, one per record in the order listed.